1.
The molecule C2H6N4O2 in a non-equilibrium geometry. Source: the OMol25 dataset; level of theory: ωB97M-V with the def2-TZVPD basis set.

Geometry as ORCA input:
```
! wB97M-V def2-TZVPD RIJCOSX def2/J DEFGRID3
* xyz 0 1
N 2.480 0.281 0.431
N 1.599 -0.794 0.206
C 0.349 -0.675 -0.282
O -0.305 -1.700 -0.527
C -0.301 0.694 -0.290
O 0.233 1.810 -0.468
N -1.590 0.701 0.187
N -2.430 -0.321 0.501
H 2.343 1.008 -0.293
H 2.212 0.723 1.322
H 2.000 -1.692 0.037
H -1.929 1.657 0.243
H -2.009 -0.953 1.147
H -2.734 -0.798 -0.338
*
```

Values from the calculation:
E_tot	-449.26881	hartree
SMILES	NNC(=O)C(=O)NN
relative energy (zero: lowest compared OMol25 entry of this formula, charge and spin)	1.425	eV


2.
C2H6N4O2 as an isolated structure in a non-equilibrium geometry. Source: the OMol25 dataset; level of theory: ωB97M-V with the def2-TZVPD basis set.

Geometry as ORCA input:
```
! wB97M-V def2-TZVPD RIJCOSX def2/J DEFGRID3
* xyz 0 1
C 1.781 0.579 -0.296
C -1.580 0.411 0.456
H 2.405 -1.384 -1.134
H 3.618 -0.443 -0.412
H 0.124 -0.267 -0.746
H -2.375 1.047 0.599
H -0.976 -1.414 0.600
H -3.436 -2.273 1.017
N 2.588 -0.402 -0.984
N 0.474 -0.012 0.202
N -0.477 1.110 0.452
N -1.615 -0.865 0.182
O 2.208 1.610 0.074
O -3.128 -1.613 -0.055
*
```

Values from the calculation:
E_tot	-449.07248	hartree
relative energy (zero: lowest compared OMol25 entry of this formula, charge and spin)	6.767	eV


3.
The molecule C2H6N4O3 in a non-equilibrium geometry. Source: the OMol25 dataset; level of theory: ωB97M-V with the def2-TZVPD basis set.

Geometry as ORCA input:
```
! wB97M-V def2-TZVPD RIJCOSX def2/J DEFGRID3
* xyz 0 1
O 3.678 0.108 0.175
C 2.759 -0.742 0.169
N 1.512 -0.311 -0.224
N 0.288 -0.946 -0.173
C -0.746 -0.297 -0.472
N -0.973 1.097 -0.572
O -0.193 1.827 0.346
N -2.051 -0.893 -0.411
O -2.851 -0.517 0.691
H 2.872 -1.823 0.438
H 1.575 0.758 -0.392
H -1.948 1.383 -0.617
H 0.289 2.603 -0.137
H -1.934 -1.885 -0.333
H -2.278 -0.362 1.511
*
```

Values from the calculation:
E_tot	-524.38685	hartree
SMILES	O=CNN=C(NO)NO
relative energy (zero: lowest compared OMol25 entry of this formula, charge and spin)	4.854	eV


E_tot of number 3 (C2H6N4O3)? -524.38685 hartree


Which of these has the highest relative energy (zero: lowest compared OMol25 entry of this formula, charge and spin)? number 2